No. 1
Below is C3H6N2O in the gas phase, with properties calculated with the ωB97M-V functional and the def2-TZVPD basis.

E_LUMO, eV: 0.6366
Molecular weight, g/mol: 86.09
SMILES: N=C=C(N)CO
HOMO-LUMO gap, eV: 9.7
Largest force on an atom, eV/Å: 1.125

Geometry as ORCA input:
```
! wB97M-V def2-TZVPD RIJCOSX def2/J DEFGRID3
* xyz 0 1
N 2.300 -1.250 -0.521
C 1.324 -0.487 -0.474
C 0.229 0.156 -0.151
N 0.207 1.338 0.672
C -1.123 -0.360 -0.581
O -2.007 -0.417 0.512
H 2.148 -1.746 0.355
H 0.842 1.262 1.463
H 0.490 2.132 0.114
H -1.481 0.314 -1.369
H -1.035 -1.372 -0.994
H -1.896 0.428 0.974
*
```

Löwdin atomic charge list, values in e, 2 entries: 0.13 -0.12

No. 2
Below is a molecular structure, C18H22Br2N5O4Ti, with properties calculated with the ωB97M-V functional and the def2-TZVPD basis.

E_LUMO (spin up / spin down), eV: -3.7992 / -3.5836
Molecular weight, g/mol: 580.08
HOMO-LUMO gap (spin up / spin down), eV: 5.1 / 8.6
Largest force on an atom, eV/Å: 4.971

Geometry as ORCA input:
```
! wB97M-V def2-TZVPD RIJCOSX def2/J DEFGRID3
* xyz 1 3
Ti -0.654 -0.547 -0.208
O 3.516 5.614 -0.924
N 3.728 4.589 -1.529
O 4.626 4.411 -2.399
C 3.075 3.262 -1.055
C 3.873 2.170 -1.001
C 3.418 0.929 -0.614
C 4.242 -0.213 -0.716
C 3.702 -1.424 -0.421
C 2.405 -1.538 0.048
N 1.580 -0.450 0.013
C 2.111 0.830 -0.330
C 1.190 1.910 -0.343
N -0.109 1.679 -0.119
C -0.915 2.706 -0.081
C -0.399 4.037 -0.263
C 0.923 4.376 -0.493
C 1.721 3.212 -0.677
H 4.900 2.204 -1.497
H 5.295 0.017 -0.988
H 4.172 -2.340 -0.342
H 2.045 -2.511 0.385
H -1.998 2.524 -0.014
H -1.198 4.756 -0.277
H 1.277 5.380 -0.740
N -1.046 -0.738 2.020
C -2.421 -0.632 2.630
C -3.121 0.619 2.209
C -3.808 0.561 0.910
N -2.990 -0.023 -0.271
H -0.683 -1.668 2.293
H -0.426 -0.050 2.500
H -2.365 -0.662 3.684
H -2.993 -1.598 2.366
H -2.477 1.476 2.293
H -3.937 0.807 2.928
H -4.266 1.566 0.648
H -4.640 -0.185 0.930
H -3.111 0.505 -1.086
H -3.335 -0.962 -0.573
Br -3.544 -4.209 0.558
C -1.884 -4.833 1.343
Br -1.754 -4.620 3.254
H -1.058 -4.271 0.931
H -1.768 -5.864 1.114
C 0.074 -3.449 -2.733
C -0.360 -2.425 -1.671
O -0.569 -2.621 -0.454
O -0.680 -1.261 -2.152
H 1.127 -3.183 -2.994
H -0.439 -3.380 -3.650
H -0.054 -4.486 -2.444
*
```

Löwdin atomic charge list, values in e, 2 entries: 0.94 0.10

No. 3
Below is a molecular structure, C20H27BrNO2PV, with properties calculated with the ωB97M-V functional and the def2-TZVPD basis.

E_LUMO (spin up / spin down), eV: 0.3613 / -0.3468
Molecular weight, g/mol: 475.26
HOMO-LUMO gap (spin up / spin down), eV: 7.2 / 7.1
Largest force on an atom, eV/Å: 4.225

Geometry as ORCA input:
```
! wB97M-V def2-TZVPD RIJCOSX def2/J DEFGRID3
* xyz 0 4
C 2.490 -4.133 1.512
C 2.742 -3.712 0.206
C 1.981 -2.655 -0.306
C 1.150 -1.912 0.508
C 0.808 -2.363 1.747
C 1.508 -3.471 2.263
C 1.961 -2.360 -1.769
C 0.572 -1.783 -2.128
N -0.372 -2.569 -2.802
V 0.124 -0.260 -0.767
C -0.444 -1.781 2.353
P -1.586 -1.126 1.142
H 3.463 -4.233 -0.418
H 1.249 -3.824 3.259
H 2.991 -5.009 1.918
H -0.158 -0.947 3.020
H -0.944 -2.536 2.973
H 2.663 -1.555 -2.074
H 2.149 -3.247 -2.367
H -0.178 -1.800 -1.195
C -2.434 0.236 1.951
C -2.752 -2.431 0.654
H 0.714 -0.806 -2.710
C -0.723 -3.897 -2.331
C -1.107 -2.045 -3.913
H -1.785 -0.663 -0.168
H -1.094 -4.442 -3.215
H 0.199 -4.427 -1.979
H -1.501 -3.843 -1.546
H -1.376 -2.866 -4.571
H -2.007 -1.508 -3.592
H -0.479 -1.374 -4.507
H -3.383 -2.681 1.514
H -3.364 -2.032 -0.170
H -2.200 -3.295 0.263
H -3.025 -0.143 2.793
H -1.691 0.964 2.296
H -3.081 0.752 1.231
H -0.499 0.199 -2.320
Br 3.216 2.041 2.288
C 2.551 3.570 1.356
C 3.041 4.833 1.691
C 2.568 5.961 1.024
C 1.566 5.816 0.044
C 1.089 4.540 -0.286
C 1.539 3.418 0.385
C 1.044 2.039 0.037
O 1.511 1.452 -0.992
O 0.184 1.508 0.810
H 3.783 4.931 2.481
H 2.965 6.954 1.276
H 1.179 6.707 -0.468
H 0.301 4.426 -1.043
*
```

Löwdin atomic charge list, values in e, 2 entries: -0.08 -0.04

No. 4
Below is a molecular structure, C21H20MgN5O3, with properties calculated with the ωB97M-V functional and the def2-TZVPD basis.

E_LUMO, eV: -3.2597
Molecular weight, g/mol: 414.73
HOMO-LUMO gap, eV: 7.0
Largest force on an atom, eV/Å: 1.528

Geometry as ORCA input:
```
! wB97M-V def2-TZVPD RIJCOSX def2/J DEFGRID3
* xyz 1 1
Mg 0.266 -0.045 0.671
O 4.744 0.028 0.668
C 4.848 1.365 0.532
C 6.085 1.970 0.754
C 6.215 3.340 0.671
C 5.127 4.131 0.313
C 3.904 3.548 0.077
C 3.731 2.163 0.212
C 2.382 1.604 0.203
O 2.157 0.342 0.208
N 1.399 2.497 0.319
N 0.242 1.903 0.473
C -0.833 2.518 0.804
C -2.002 1.698 0.954
C -3.231 2.238 1.354
C -4.324 1.405 1.471
C -4.166 0.054 1.171
C -2.913 -0.401 0.792
N -1.854 0.387 0.690
H 3.844 -0.223 0.378
H 6.922 1.341 1.014
H 7.160 3.812 0.891
H 5.232 5.204 0.256
H 3.049 4.144 -0.200
H -0.877 3.594 0.961
H -3.304 3.293 1.577
H -5.281 1.792 1.792
H -4.999 -0.628 1.238
H -2.756 -1.450 0.566
C 0.427 -0.971 4.876
C 0.686 -1.137 3.405
O 0.305 -0.317 2.567
N 1.368 -2.229 3.055
C 1.916 -2.389 1.720
C 0.923 -2.929 0.725
C 0.729 -4.298 0.584
C -0.132 -4.754 -0.402
C -0.761 -3.824 -1.216
C -0.544 -2.476 -0.975
N 0.272 -2.042 -0.022
H -0.181 -0.087 5.045
H 1.370 -0.847 5.409
H -0.075 -1.846 5.285
H 1.626 -2.900 3.764
H 2.783 -3.047 1.774
H 2.230 -1.407 1.370
H 1.259 -4.991 1.217
H -0.295 -5.811 -0.543
H -1.406 -4.139 -2.023
H -1.026 -1.717 -1.578
*
```

Löwdin atomic charge list, values in e, 2 entries: 0.62 0.07

No. 5
Below is 2 unconnected molecules or ions with the total composition C6H5BrF3N3O, with properties calculated with the ωB97M-V functional and the def2-TZVPD basis.

E_LUMO, eV: -0.7653
Molecular weight, g/mol: 272.02
SMILES: NC(=O)/C(=N/C=C/Br)C(F)(F)F.C#N
HOMO-LUMO gap, eV: 8.4
Largest force on an atom, eV/Å: 3.147

Geometry as ORCA input:
```
! wB97M-V def2-TZVPD RIJCOSX def2/J DEFGRID3
* xyz 0 1
N 1.753 2.039 -0.675
C 0.720 1.991 0.193
O 0.387 2.915 0.895
C 0.174 0.581 0.339
N 0.887 -0.409 0.023
C 0.861 -1.678 0.462
C 1.038 -2.745 -0.292
Br 0.954 -4.475 0.378
C -1.039 0.540 1.284
F -1.864 1.610 1.109
F -1.783 -0.608 1.152
F -0.644 0.564 2.611
H 1.751 1.210 -1.230
H 1.908 2.902 -1.137
H 0.711 -1.964 1.525
H 0.927 -2.644 -1.306
C -2.208 -0.028 -1.776
N -1.555 0.876 -1.496
H -2.977 -0.681 -2.060
*
```

Löwdin atomic charge list, values in e, 2 entries: 0.18 -0.50

No. 6
Below is a molecular structure, C21H36BMoN8SbSe4, with properties calculated with the ωB97M-V functional and the def2-TZVPD basis.

E_LUMO (spin up / spin down), eV: -8.1875 / -8.1833
Molecular weight, g/mol: 944.93
HOMO-LUMO gap (spin up / spin down), eV: 5.6 / 5.6
Largest force on an atom, eV/Å: 2.411

Geometry as ORCA input:
```
! wB97M-V def2-TZVPD RIJCOSX def2/J DEFGRID3
* xyz 2 1
Mo 0.758 -0.156 -0.756
C -2.954 -0.997 -1.535
C -2.359 -1.017 -0.171
C -2.987 -1.293 1.041
C -1.975 -1.414 1.985
C -2.104 -1.732 3.422
N -0.795 -1.200 1.361
N -1.041 -0.903 0.049
B 0.523 -1.991 1.677
N 0.692 -2.905 0.447
N 0.776 -2.322 -0.776
C 0.807 -3.298 -1.698
C 0.840 -3.035 -3.157
C 0.764 -4.525 -1.042
C 0.699 -4.243 0.317
C 0.659 -5.188 1.454
N 1.787 -1.117 1.686
N 2.384 -0.886 0.483
C 3.682 -0.633 0.705
C 4.690 -0.485 -0.376
C 3.912 -0.660 2.081
C 2.697 -0.975 2.673
C 2.372 -1.132 4.105
H -3.931 -0.520 -1.532
H -3.100 -2.032 -1.848
H -2.303 -0.512 -2.266
H -4.035 -1.423 1.209
H -3.117 -1.518 3.752
H -1.400 -1.157 4.017
H -1.904 -2.789 3.597
H 0.409 -2.586 2.679
H 0.072 -2.310 -3.442
H 0.671 -3.962 -3.700
H 1.812 -2.640 -3.460
H 0.765 -5.494 -1.496
H 0.780 -6.204 1.091
H -0.290 -5.125 1.983
H 1.454 -4.967 2.164
H 4.303 -0.857 -1.325
H 5.570 -1.067 -0.106
H 5.016 0.548 -0.510
H 4.844 -0.488 2.578
H 3.179 -0.737 4.714
H 2.239 -2.183 4.357
H 1.450 -0.608 4.346
C -1.819 5.666 -1.075
C -2.099 4.638 -2.169
N -1.991 3.276 -1.660
C -3.044 2.896 -0.723
C -2.658 2.955 0.757
C -1.034 2.435 -2.045
C -0.185 2.806 -3.214
N -0.859 1.269 -1.441
H -1.674 6.634 -1.544
H -0.913 5.407 -0.530
H -2.647 5.751 -0.377
H -1.396 4.791 -2.981
H -3.108 4.782 -2.561
H -3.403 1.892 -0.981
H -3.875 3.581 -0.895
H -1.730 2.424 0.971
H -3.452 2.504 1.347
H -2.531 3.977 1.097
H -0.825 3.037 -4.063
H 0.459 1.977 -3.504
H 0.440 3.675 -3.002
H -1.576 1.181 -0.723
Se 1.150 1.738 0.641
Sb 3.183 3.416 0.186
Se 1.998 0.200 -2.603
Se 4.947 2.800 1.657
Se 2.334 5.030 -1.339
*
```

Löwdin atomic charge list, values in e, 2 entries: 1.06 -0.01